Entry 1:
Formula: C33H21AsCoF5N3O2S2Se
Source: the Open Molecules 2025 dataset
Level of theory: ωB97M-V with the def2-TZVPD basis set

Values from the calculation:
Spin multiplicity: 4
Net charge: -2
LUMO (alpha / beta), hartree: 0.1553 / 0.1554
Kohn-Sham gap (alpha / beta), eV: 4.689 / 5.413
Energy above the lowest of the compared OMol25 structures with the same formula, charge and spin, kcal/mol: 0.0

Each line ends with the Mulliken spin population.
CARTESIAN COORDINATES (ANGSTROEM)
Co: 0.843 -0.217 -0.360  2.304
N: -1.943 -2.251 2.905  0.004
C: -1.700 -1.886 1.599  0.053
S: -0.401 -2.600 0.691  -0.092
N: -2.396 -0.969 1.027  -0.005
N: -1.964 -0.701 -0.248  -0.010
C: -2.639 0.281 -0.931  0.512
C: -2.209 1.058 -2.030  -0.134
C: -3.212 1.679 -2.813  0.156
C: -2.923 2.425 -3.933  -0.087
C: -1.592 2.581 -4.328  0.143
C: -0.577 2.055 -3.556  -0.049
C: -0.824 1.349 -2.359  0.133
O: 0.170 1.105 -1.573  0.071
H: -1.654 -3.177 3.163  0.001
H: -2.840 -1.945 3.249  -0.001
H: -3.668 0.353 -0.600  0.040
H: -4.246 1.535 -2.514  0.000
H: -3.724 2.871 -4.512  -0.003
H: -1.352 3.138 -5.227  0.020
H: 0.461 2.224 -3.815  -0.006
S: 2.035 0.277 1.554  0.043
C: 1.639 1.263 2.957  -0.001
C: 2.562 1.170 4.015  0.002
C: 2.384 1.847 5.204  -0.002
C: 1.269 2.648 5.389  0.006
C: 0.362 2.781 4.350  -0.004
C: 0.532 2.130 3.132  0.010
As: -0.723 2.328 1.656  0.020
C: -2.079 3.451 2.572  -0.016
C: -3.335 2.886 2.784  0.013
C: -4.372 3.627 3.336  0.003
C: -4.169 4.956 3.679  0.000
C: -2.923 5.533 3.474  0.000
C: -1.892 4.787 2.923  0.000
C: 0.161 3.808 0.738  0.006
C: -0.642 4.709 0.038  -0.003
C: -0.079 5.687 -0.765  0.000
C: 1.299 5.760 -0.899  0.000
C: 2.106 4.858 -0.220  0.001
C: 1.541 3.891 0.599  -0.001
H: 3.425 0.531 3.876  0.001
H: 3.117 1.749 5.998  0.000
H: 1.107 3.165 6.328  0.000
H: -0.502 3.419 4.493  0.000
H: -3.488 1.854 2.489  0.001
H: -5.345 3.176 3.492  0.000
H: -4.976 5.540 4.107  0.000
H: -2.758 6.570 3.743  0.000
H: -0.928 5.251 2.751  0.000
H: -1.720 4.626 0.110  0.000
H: -0.715 6.366 -1.321  0.001
H: 1.740 6.499 -1.556  0.000
H: 3.181 4.899 -0.350  0.000
H: 2.181 3.179 1.106  -0.002
O: -0.547 -1.583 -1.875  -0.068
C: -0.786 -1.311 -0.696  -0.112
F: 5.908 1.112 -5.849  0.000
C: 5.174 0.505 -4.897  0.003
C: 5.003 1.089 -3.654  -0.001
F: 5.612 2.265 -3.404  0.000
C: 4.252 0.464 -2.679  0.004
F: 4.150 1.073 -1.495  -0.002
C: 3.636 -0.781 -2.873  0.009
Se: 2.673 -1.695 -1.562  0.039
C: 3.859 -1.347 -4.138  -0.001
F: 3.354 -2.558 -4.413  0.000
C: 4.594 -0.730 -5.128  -0.001
F: 4.779 -1.332 -6.321  0.000

***

Entry 2:
Formula: C33H21BCl2F4FeN6O4S
Source: the Open Molecules 2025 dataset
Level of theory: ωB97M-V with the def2-TZVPD basis set

Values from the calculation:
Spin multiplicity: 5
Net charge: -2
LUMO (alpha / beta), hartree: 0.1585 / 0.1585
Kohn-Sham gap (alpha / beta), eV: 4.474 / 6.789

Each line ends with the Mulliken spin population.
CARTESIAN COORDINATES (ANGSTROEM)
Fe: -0.097 0.017 -0.033  3.055
Cl: -3.869 -0.031 -5.771  0.000
C: -2.564 0.173 -4.620  0.007
C: -2.752 -0.283 -3.322  -0.015
C: -1.738 -0.141 -2.381  0.016
N: -1.811 -0.484 -1.019  -0.067
C: -3.001 -0.122 -0.450  0.003
O: -4.128 -0.404 -0.808  0.002
C: -2.811 1.061 0.508  -0.017
C: -3.832 1.594 1.274  0.002
C: -3.674 2.876 1.771  0.000
C: -2.525 3.584 1.451  0.002
C: -1.534 2.951 0.719  0.019
N: -1.661 1.693 0.293  0.074
C: -0.529 0.462 -2.760  0.014
C: -0.346 0.897 -4.061  0.003
C: -1.369 0.761 -4.992  -0.010
Cl: -1.101 1.334 -6.623  -0.001
N: 0.496 0.537 -1.766  -0.155
C: 1.630 -0.223 -2.304  0.201
O: 2.404 0.278 -3.134  0.183
C: 1.669 -1.571 -1.834  0.112
C: 2.694 -2.488 -2.177  0.071
C: 2.691 -3.736 -1.628  0.018
C: 1.651 -4.094 -0.725  0.224
C: 0.701 -3.143 -0.417  -0.094
N: 0.693 -1.909 -0.920  0.234
H: -3.688 -0.740 -3.037  0.000
H: -4.721 1.000 1.439  0.000
H: -4.451 3.333 2.373  0.000
H: -2.382 4.607 1.772  -0.001
H: -0.607 3.452 0.473  -0.007
H: 0.596 1.347 -4.340  0.008
H: 3.456 -2.157 -2.871  0.015
H: 3.474 -4.447 -1.866  0.011
H: 1.596 -5.081 -0.285  0.018
H: -0.100 -3.371 0.281  0.009
O: -1.443 -2.939 3.079  0.000
S: -1.704 -1.669 2.443  0.014
O: -2.803 -1.662 1.514  0.000
N: -0.410 -1.010 1.769  0.027
C: 0.808 -1.208 2.486  0.009
C: 0.952 -1.698 3.765  -0.003
C: 2.220 -1.937 4.332  0.005
C: 3.368 -1.651 3.657  0.000
C: 3.270 -1.034 2.391  -0.001
C: 4.401 -0.585 1.669  -0.004
C: 4.234 0.167 0.552  0.030
C: 2.924 0.429 0.100  0.003
N: 1.875 -0.108 0.658  -0.056
C: 2.004 -0.802 1.823  0.014
C: -2.134 -0.536 3.752  -0.002
C: -1.556 0.725 3.817  0.003
C: -1.874 1.569 4.874  -0.001
C: -2.763 1.150 5.853  0.000
C: -3.346 -0.112 5.777  0.000
C: -3.030 -0.961 4.728  -0.002
H: 0.087 -1.942 4.362  0.002
H: 2.268 -2.359 5.329  0.001
H: 4.345 -1.836 4.086  0.000
H: 5.390 -0.805 2.056  0.001
H: 5.073 0.572 0.002  -0.001
H: 2.750 1.103 -0.729  0.001
H: -0.843 1.043 3.066  0.007
H: -1.402 2.542 4.919  0.000
H: -2.994 1.799 6.690  0.000
H: -4.039 -0.437 6.544  0.000
H: -3.451 -1.956 4.664  0.000
F: 0.650 1.849 1.650  0.005
B: 1.330 2.856 2.416  0.010
F: 1.656 3.913 1.555  0.002
F: 2.473 2.299 2.986  -0.001
F: 0.440 3.304 3.415  0.000

***

Entry 3:
Formula: C33H23BCl3O6
Source: the Open Molecules 2025 dataset
Level of theory: ωB97M-V with the def2-TZVPD basis set

Values from the calculation:
Net charge: -1
LUMO, hartree: 0.0256
Kohn-Sham gap, eV: 5.481

Each line ends with the Löwdin charge.
CARTESIAN COORDINATES (ANGSTROEM)
C: -1.584 0.002 4.184  -0.092
C: -1.068 -1.394 4.008  -0.699
Cl: 0.525 -1.639 4.692  0.640
C: -1.701 -2.401 3.408  -0.590
Cl: -0.924 -3.959 3.282  0.657
C: -3.088 -2.392 2.737  -0.420
O: -4.166 -2.262 3.583  -0.056
B: -4.767 -0.876 3.474  -0.534
O: -4.057 -0.332 2.241  -0.098
C: -3.274 -1.253 1.699  -0.653
Cl: -4.048 -2.025 0.160  0.510
H: -2.105 0.353 3.298  0.077
H: -2.303 0.042 4.999  0.079
H: -0.756 0.675 4.394  0.061
H: -3.138 -3.350 2.218  0.090
H: -5.981 -0.947 3.352  0.051
H: -4.483 -0.160 4.440  0.049
H: -2.348 -0.826 1.305  0.091
C: -2.046 0.530 -6.149  -0.066
C: -1.893 -0.630 -6.901  -0.069
C: -1.522 -1.813 -6.285  -0.010
C: -1.296 -1.840 -4.913  -0.081
C: -1.439 -0.675 -4.162  -0.076
C: -1.819 0.509 -4.784  -0.003
C: -1.174 -0.662 -2.689  -0.275
O: -1.284 0.359 -2.050  0.115
C: -0.753 -1.944 -2.059  -0.083
C: -0.483 -1.963 -0.697  -0.009
C: -0.093 -3.141 -0.083  -0.055
C: 0.026 -4.308 -0.830  -0.049
C: -0.244 -4.298 -2.187  -0.004
C: -0.633 -3.117 -2.809  -0.085
C: -0.908 -3.132 -4.271  -0.278
O: -0.820 -4.150 -4.927  0.094
H: -2.344 1.452 -6.631  0.103
H: -2.067 -0.610 -7.969  0.102
H: -1.403 -2.728 -6.848  0.116
H: -1.931 1.397 -4.178  0.120
H: -0.596 -1.047 -0.133  0.109
H: 0.098 -3.157 0.981  0.056
H: 0.319 -5.230 -0.343  0.107
H: -0.164 -5.197 -2.784  0.116
C: 3.306 6.417 0.020  -0.066
C: 1.930 6.279 0.165  -0.062
C: 1.392 5.073 0.582  0.000
C: 2.229 3.997 0.850  -0.078
C: 3.608 4.131 0.694  -0.084
C: 4.144 5.347 0.283  -0.009
C: 4.531 2.985 0.950  -0.279
O: 5.732 3.111 0.824  0.096
C: 3.921 1.689 1.356  -0.087
C: 4.751 0.592 1.562  -0.007
C: 4.207 -0.621 1.950  -0.055
C: 2.836 -0.746 2.137  -0.065
C: 2.004 0.342 1.933  0.001
C: 2.542 1.560 1.539  -0.076
C: 1.622 2.711 1.312  -0.274
O: 0.429 2.616 1.493  0.122
H: 3.724 7.362 -0.302  0.103
H: 1.276 7.115 -0.047  0.105
H: 0.325 4.943 0.706  0.122
H: 5.216 5.431 0.174  0.117
H: 5.815 0.711 1.415  0.117
H: 4.853 -1.475 2.108  0.106
H: 2.410 -1.691 2.448  0.083
H: 0.934 0.261 2.077  0.111

***

Entry 4:
Formula: C33H23IrN7O2S
Source: the Open Molecules 2025 dataset
Level of theory: ωB97M-V with the def2-TZVPD basis set

Values from the calculation:
Net charge: +1
LUMO, hartree: -0.1292
Kohn-Sham gap, eV: 7.155
Energy above the lowest of the compared OMol25 structures with the same formula, charge and spin, kcal/mol: 12.5

Each line ends with the Löwdin charge.
CARTESIAN COORDINATES (ANGSTROEM)
Ir: 0.067 -0.520 0.589  1.452
C: -1.138 3.648 0.375  -0.046
C: -0.289 4.349 1.229  -0.035
C: 0.681 3.646 1.891  0.008
C: 0.821 2.256 1.719  -0.289
N: -0.032 1.575 0.903  -0.005
C: -0.969 2.297 0.249  -0.141
N: 1.887 1.709 2.364  0.171
C: 2.298 0.495 2.333  -0.288
N: 1.676 -0.590 1.767  -0.062
C: 2.489 -1.687 1.943  -0.285
N: 2.286 -2.882 1.547  0.174
C: 1.257 -3.366 0.792  -0.288
C: 1.314 -4.748 0.557  0.006
C: 0.367 -5.379 -0.207  -0.033
C: -0.653 -4.605 -0.745  -0.033
C: -0.664 -3.258 -0.492  -0.114
N: 0.252 -2.611 0.260  -0.007
C: 3.703 -1.282 2.660  -0.102
C: 4.825 -1.990 3.046  0.006
C: 5.855 -1.276 3.644  -0.053
C: 5.745 0.095 3.871  -0.054
C: 4.596 0.790 3.518  0.005
C: 3.586 0.078 2.898  -0.104
H: -1.914 4.146 -0.189  0.117
H: -0.385 5.420 1.347  0.120
H: 1.394 4.122 2.547  0.121
H: -1.606 1.756 -0.427  0.084
H: 2.141 -5.275 1.008  0.120
H: 0.413 -6.444 -0.392  0.120
H: -1.433 -5.028 -1.360  0.120
H: -1.454 -2.674 -0.919  0.065
H: 4.886 -3.058 2.886  0.120
H: 6.761 -1.787 3.943  0.111
H: 6.566 0.619 4.340  0.111
H: 4.487 1.848 3.714  0.119
O: -2.282 -0.840 1.374  -0.341
S: -2.821 -0.797 0.012  0.640
O: -3.402 -1.986 -0.542  -0.275
N: -1.457 -0.397 -0.769  -0.323
C: -1.190 -0.101 -2.072  -0.271
C: -2.073 -0.011 -3.124  0.016
C: -1.612 0.347 -4.403  -0.046
C: -0.296 0.638 -4.637  -0.025
C: 0.636 0.558 -3.579  -0.138
C: 2.012 0.850 -3.714  0.027
C: 2.854 0.721 -2.645  -0.017
C: 2.337 0.296 -1.413  -0.071
N: 1.061 0.033 -1.252  0.020
C: 0.186 0.162 -2.303  -0.133
C: -4.055 0.459 -0.122  -0.277
C: -5.117 0.222 -0.989  -0.059
C: -6.138 1.154 -1.078  -0.049
C: -6.088 2.309 -0.309  -0.052
C: -5.030 2.529 0.564  -0.053
C: -4.014 1.595 0.676  -0.067
H: -3.121 -0.226 -2.963  0.107
H: -2.322 0.394 -5.217  0.117
H: 0.041 0.923 -5.624  0.120
H: 2.392 1.183 -4.672  0.131
H: 3.910 0.936 -2.724  0.119
H: 2.975 0.170 -0.548  0.123
H: -5.139 -0.695 -1.561  0.113
H: -6.971 0.977 -1.744  0.115
H: -6.887 3.035 -0.377  0.114
H: -4.996 3.427 1.166  0.115
H: -3.206 1.743 1.378  0.109